No. 1
Computed, not measured: a single C28H41N3O6 molecule, with ωB97M-V with the def2-TZVPD basis set.

```
78
Properties=species:S:1:pos:R:3:lowdin_charge:R:1
C -1.10 -4.72 1.55 -0.059
C -1.43 -3.55 0.63 -0.367
C -2.92 -3.24 0.71 -0.058
C -0.59 -2.32 0.99 -0.194
N -0.84 -1.25 0.04 0.117
C -0.26 -0.04 0.16 -0.402
O 0.60 0.22 0.98 0.103
C -0.78 0.97 -0.89 -0.158
C 0.21 2.12 -1.07 -0.053
C 0.29 2.90 0.21 -0.188
C 1.48 3.32 0.77 -0.024
C 1.47 4.02 1.97 -0.073
C 0.28 4.28 2.61 -0.082
C -0.92 3.86 2.05 -0.031
C -0.92 3.17 0.85 -0.157
C -2.20 2.76 0.19 -0.061
N -2.09 1.47 -0.49 0.037
C -3.19 0.77 -0.83 -0.503
O -3.13 -0.34 -1.34 0.051
O -4.31 1.43 -0.53 0.035
C -5.61 0.87 -0.81 -0.563
C -5.78 0.64 -2.31 -0.015
C -5.81 -0.43 -0.03 -0.014
C -6.59 1.94 -0.32 -0.019
C 0.91 -2.67 1.02 -0.478
O 1.47 -3.03 2.03 0.074
N 1.49 -2.64 -0.20 0.089
C 2.91 -2.85 -0.39 -0.143
C 3.66 -1.55 -0.72 -0.309
C 5.10 -1.86 -1.13 -0.161
C 5.85 -0.58 -1.48 -0.141
C 5.85 0.39 -0.30 -0.236
C 6.51 1.68 -0.70 -0.517
O 6.18 2.38 -1.63 0.111
O 7.54 2.00 0.09 0.115
C 4.41 0.69 0.13 -0.141
C 3.67 -0.60 0.47 -0.143
H -1.71 -5.59 1.29 0.080
H -0.06 -5.00 1.49 0.075
H -1.32 -4.45 2.59 0.091
H -1.18 -3.84 -0.40 0.143
H -3.50 -4.13 0.47 0.084
H -3.19 -2.92 1.71 0.091
H -3.21 -2.46 0.00 0.045
H -0.84 -1.99 2.01 0.169
H -1.65 -1.32 -0.57 0.103
H -0.92 0.43 -1.84 0.158
H 1.19 1.72 -1.33 0.124
H -0.14 2.76 -1.88 0.136
H 2.41 3.10 0.28 0.105
H 2.41 4.34 2.41 0.102
H 0.27 4.82 3.55 0.101
H -1.85 4.07 2.55 0.111
H -3.00 2.69 0.93 0.133
H -2.49 3.52 -0.55 0.146
H -5.62 1.57 -2.85 0.092
H -5.06 -0.10 -2.66 0.079
H -6.78 0.28 -2.52 0.091
H -5.58 -0.28 1.02 0.095
H -6.84 -0.76 -0.13 0.092
H -5.16 -1.21 -0.42 0.067
H -6.46 2.10 0.75 0.088
H -7.61 1.62 -0.51 0.089
H -6.40 2.88 -0.84 0.088
H 0.98 -2.24 -0.97 0.140
H 3.05 -3.57 -1.20 0.125
H 3.29 -3.28 0.54 0.130
H 3.15 -1.06 -1.56 0.147
H 5.60 -2.37 -0.31 0.126
H 5.10 -2.53 -2.00 0.116
H 6.88 -0.82 -1.76 0.124
H 5.38 -0.09 -2.33 0.126
H 6.41 -0.04 0.54 0.153
H 7.94 2.84 -0.18 0.130
H 3.90 1.20 -0.69 0.116
H 4.41 1.35 1.00 0.125
H 2.65 -0.36 0.78 0.090
H 4.16 -1.09 1.32 0.134
```

Its LUMO energy is 0.54 eV. As for the SMILES: CC(C)[C@H](NC(=O)[C@@H]1Cc2ccccc2CN1C(=O)OC(C)(C)C)C(=O)NC[C@H]1CC[C@H](C(=O)O)CC1. As for the spin multiplicity: 1. Its frontier orbital gap is 9.4 eV. Its total charge is 0.



No. 2
Computed, not measured: a single C4H3NOS molecule in a non-equilibrium geometry, with ωB97M-V with the def2-TZVPD basis set.

```
10
Properties=species:S:1:pos:R:3:lowdin_charge:R:1
C 0.05 -1.45 0.57 0.119
C 0.08 -0.18 0.29 -0.306
C 0.51 0.82 1.19 -0.215
N 1.01 1.77 1.72 0.172
C -0.23 0.08 -1.20 -0.768
O -0.45 -0.85 -1.94 -0.002
S -0.39 1.77 -1.68 0.845
H 0.08 -1.88 1.55 0.088
H -0.10 -2.17 -0.26 0.108
H -0.55 2.09 -0.25 -0.040
```

Its LUMO energy is -0.66 eV. As for the SMILES: C=C(C#N)C(=O)S. As for the spin multiplicity: 1. Its frontier orbital gap is 9.8 eV. Its total charge is 0.